No. 1
ORCA calculation (ωB97M-V/def2-TZVPD) on a cluster of 8 separate species, C10H36N6O8 in total in a non-equilibrium geometry.

Computed properties:
**Energy above the lowest of the compared OMol25 structures with the same formula, charge and spin**: 60.7 kJ/mol
**HOMO level**: -8.7 eV
**LUMO**: -0.002 Eh
**Structure (SMILES)**: NC(N)=O.NC(N)=O.NC(N)=O.CCO.CCO.CO.CO.CO
**Kohn-Sham gap**: 8.633 eV

```
60
Properties=species:S:1:pos:R:3:forces:R:3
N -21.209000 -4.863000 24.883000 2.0 1.1 4.3
C -21.726000 -5.303000 23.798000 -9.3 0.7 -1.1
N -20.899000 -5.410000 22.851000 2.7 -1.9 -5.4
O -23.103000 -5.351000 23.557000 5.9 -0.2 1.5
H -21.908000 -4.558000 25.537000 0.3 -0.1 0.6
H -20.103000 -4.884000 25.022000 -2.8 0.1 0.0
H -21.357000 -5.643000 21.951000 0.8 0.1 0.4
H -19.870000 -5.176000 22.908000 -1.9 0.0 -0.2
N -18.533000 -5.084000 25.050000 0.1 0.2 3.9
C -17.995000 -4.409000 24.050000 3.5 7.4 1.2
N -18.194000 -4.926000 22.869000 0.9 -0.4 -3.5
O -17.429000 -3.171000 24.244000 -2.8 -6.0 -0.9
H -18.435000 -4.612000 25.971000 0.3 -0.6 -1.0
H -18.672000 -6.105000 25.084000 0.1 -0.1 -0.2
H -17.979000 -4.360000 22.049000 0.3 0.0 0.4
H -18.285000 -5.950000 22.619000 0.4 1.5 0.8
N -17.059000 -8.313000 23.624000 2.2 -1.4 2.0
C -18.297000 -7.882000 23.712000 -2.0 0.4 4.9
N -18.732000 -7.428000 22.535000 -1.7 -1.1 -2.0
O -18.991000 -7.733000 24.903000 3.3 -1.1 -6.1
H -16.646000 -8.690000 24.480000 -0.2 0.3 -0.5
H -16.400000 -8.090000 22.885000 -0.6 -0.1 0.1
H -19.681000 -7.129000 22.652000 -1.1 0.1 -0.6
H -18.488000 -7.821000 21.587000 -0.3 0.3 1.8
C -21.211000 -0.988000 25.659000 -0.4 -0.7 -0.3
C -20.202000 -1.512000 24.660000 0.8 -1.5 2.0
O -20.769000 -2.285000 23.644000 -0.4 0.0 -1.1
H -21.901000 -0.382000 25.095000 -0.6 0.4 0.3
H -20.761000 -0.455000 26.489000 0.2 0.4 -0.1
H -21.739000 -1.841000 26.129000 0.0 0.4 -0.4
H -19.585000 -2.214000 25.224000 0.6 0.3 0.0
H -19.530000 -0.779000 24.260000 0.1 0.5 -0.4
H -20.763000 -3.228000 23.871000 -0.1 0.4 0.3
C -24.747000 -6.065000 19.204000 -1.7 -1.3 -0.8
C -24.606000 -5.412000 20.560000 0.1 -1.4 -0.4
O -23.269000 -4.967000 20.666000 -0.6 -0.5 -0.4
H -25.839000 -6.289000 18.971000 1.2 0.2 0.5
H -24.223000 -7.048000 19.168000 -0.3 0.5 0.3
H -24.383000 -5.559000 18.328000 0.3 0.9 -0.1
H -24.948000 -6.228000 21.239000 0.9 0.5 0.4
H -25.291000 -4.632000 20.780000 -0.7 1.0 -0.3
H -23.203000 -4.317000 21.367000 0.5 0.2 0.4
C -23.795000 -2.376000 22.438000 -0.3 2.1 0.0
O -22.575000 -2.577000 21.778000 0.2 -0.5 -0.5
H -24.309000 -1.612000 21.798000 -0.4 -0.8 0.8
H -23.677000 -1.939000 23.461000 0.1 -0.3 -0.7
H -24.328000 -3.300000 22.561000 -0.5 -0.4 0.0
H -21.872000 -2.330000 22.380000 0.5 0.1 0.4
C -22.147000 -8.227000 21.212000 0.2 0.6 0.6
O -21.712000 -7.080000 20.499000 0.9 -1.1 -0.3
H -21.763000 -9.195000 20.921000 0.7 0.0 -0.5
H -23.188000 -8.284000 21.088000 -1.6 -0.4 0.0
H -21.971000 -8.071000 22.270000 0.1 -0.2 0.4
H -22.513000 -6.576000 20.329000 0.2 0.7 0.0
C -19.745000 -3.606000 20.459000 -2.2 1.6 0.1
O -18.517000 -4.054000 19.988000 0.8 -0.8 0.0
H -20.461000 -4.386000 20.195000 -0.1 0.1 0.4
H -20.148000 -2.667000 19.969000 0.7 -0.9 0.1
H -19.792000 -3.344000 21.544000 0.2 -0.5 -0.7
H -17.889000 -3.346000 19.958000 0.5 0.7 -0.1
```
Positions in Å, forces in eV/Å.

---

No. 2
ORCA calculation (ωB97M-V/def2-TZVPD) on a structure of composition C10H40Fe2O22S3 in a non-equilibrium geometry.

Computed properties:
**Energy above the lowest of the compared OMol25 structures with the same formula, charge and spin**: 99.7 kJ/mol
**HOMO level (alpha / beta)**: -9.4 / -9.4 eV
**LUMO (alpha / beta)**: -0.038 / -0.097 Eh
**2S+1**: 11
**Kohn-Sham gap (alpha / beta)**: 8.383 / 6.743 eV

```
77
Properties=species:S:1:pos:R:3:forces:R:3
Fe -20.067225 13.071747 -5.919070 -0.3 0.4 -0.5
Fe -18.567660 9.803422 -8.950131 -0.5 1.2 0.3
S -20.842339 11.205036 -8.530831 2.2 -2.2 -2.1
O -20.380955 9.821710 -8.092304 -1.0 0.0 1.4
O -20.907582 12.210344 -7.504261 -1.1 0.0 -0.2
O -19.593211 11.432764 -9.381332 -0.6 1.1 -0.5
O -22.008134 11.030554 -9.361150 -0.2 1.0 0.6
S -21.017599 15.566892 -6.282112 0.2 0.8 -0.6
O -19.675809 14.891077 -6.580262 0.9 0.1 0.0
O -21.647402 14.295682 -5.740149 -0.9 -0.7 0.8
O -20.926221 16.602376 -5.303584 0.1 -0.1 0.3
O -21.624451 15.994659 -7.532581 -0.1 -0.5 0.1
S -17.835325 11.511270 -6.266986 -1.9 1.4 2.2
O -17.705468 10.669660 -7.495098 0.4 -0.5 -0.3
O -18.141059 12.938551 -6.597843 1.1 -0.1 -1.0
O -19.166549 11.217873 -5.578419 0.1 -0.7 -0.1
O -16.734655 11.319275 -5.391036 0.6 -0.3 -0.3
C -16.008201 11.135235 -10.834644 0.2 0.7 -0.1
O -17.241331 11.085786 -10.126810 -0.5 -0.6 -0.2
H -16.187481 11.460634 -11.861751 0.0 -0.3 -0.1
H -15.369250 11.906681 -10.399606 0.1 -0.2 0.2
H -15.496010 10.179311 -10.815052 -0.1 -0.1 0.1
H -17.735738 11.943998 -10.294276 0.2 0.1 0.2
C -18.213534 14.016973 -11.976108 0.4 -0.4 0.0
O -18.161992 13.564749 -10.626422 0.2 -0.1 -0.4
H -19.038547 13.532115 -12.503530 -0.1 0.2 -0.1
H -18.276923 15.100985 -12.061769 -0.2 0.0 0.2
H -17.270848 13.725175 -12.443880 -0.1 -0.1 -0.1
H -18.936723 13.951823 -10.177961 0.0 0.2 0.6
C -23.767101 12.793123 -12.423587 0.0 0.1 -0.3
O -22.586106 12.043111 -12.160845 -0.2 -0.1 -0.1
H -24.335173 12.982300 -11.511015 0.0 0.1 0.0
H -23.443632 13.727430 -12.881242 -0.1 0.1 0.2
H -24.431628 12.309824 -13.148046 0.1 -0.2 0.1
H -22.799618 11.405110 -11.474176 0.0 -0.1 -0.1
C -22.535210 10.868264 -5.260762 -0.1 -0.1 0.4
O -21.691591 11.940462 -4.817990 0.2 -0.5 0.2
H -21.983222 10.191872 -5.907990 0.2 0.2 -0.1
H -22.849285 10.304380 -4.381376 -0.1 -0.1 -0.1
H -23.417223 11.257387 -5.769097 0.1 0.0 -0.1
H -22.010763 12.221510 -3.955880 0.1 0.3 -0.1
C -19.785061 9.675799 -11.744267 0.4 0.2 -0.3
O -19.231487 8.830274 -10.675084 -0.1 0.2 -0.7
H -19.061939 10.456972 -11.967057 -0.1 0.2 0.3
H -19.876311 9.098645 -12.662641 -0.2 -0.3 0.2
H -20.737917 10.075752 -11.424985 0.0 0.0 0.0
H -19.184059 7.953279 -11.061148 0.2 -0.2 0.5
C -21.287954 14.297935 -10.490220 -1.2 -0.2 1.2
O -20.318001 14.985659 -9.709328 -0.3 -0.4 -0.7
H -22.191907 14.121420 -9.881654 0.2 0.1 0.1
H -21.688493 14.873059 -11.327221 0.6 -0.1 -0.4
H -20.964182 13.282405 -10.710403 0.3 0.2 -0.7
H -20.805851 15.294923 -8.922462 0.4 0.4 0.3
C -24.256255 13.437797 -7.946627 0.1 0.0 0.3
O -24.481247 12.286765 -8.749627 -0.2 0.0 -0.1
H -23.985263 14.320722 -8.531150 -0.1 0.0 0.0
H -25.175072 13.644601 -7.399892 -0.1 0.0 -0.1
H -23.465419 13.285350 -7.204813 0.0 0.0 -0.1
H -23.641172 12.007909 -9.128871 0.1 0.1 0.2
C -24.526190 8.546814 -9.904034 0.2 0.4 -0.2
O -23.432180 9.104767 -10.633083 -0.2 -0.2 0.0
H -24.505021 7.469431 -10.059101 -0.1 0.0 0.1
H -24.439215 8.794820 -8.843664 0.0 -0.2 0.0
H -25.471187 8.959880 -10.262739 0.0 -0.1 0.0
H -23.072837 9.826904 -10.108518 0.1 -0.1 0.1
C -22.120407 7.052045 -7.323014 -0.1 0.2 -0.6
O -20.971712 6.205075 -7.317534 0.4 -0.1 -0.1
H -22.524802 7.128840 -6.315247 0.0 -0.1 0.0
H -21.844012 8.040449 -7.694987 0.1 0.0 0.2
H -22.885103 6.690656 -8.013531 -0.1 -0.2 0.2
H -21.089029 5.479120 -7.933618 -0.2 0.0 0.1
C -18.562598 7.956913 -6.469173 0.7 1.3 0.3
O -18.648120 7.971818 -7.923377 0.9 -0.3 0.3
H -18.229906 6.986516 -6.124133 -0.5 -0.2 0.0
H -17.795701 8.673999 -6.175319 0.2 -0.2 -0.2
H -19.467566 8.379336 -6.042861 -0.3 -0.6 0.0
H -18.827638 7.060928 -8.170901 -0.4 0.1 -0.4
```
Positions in Å, forces in eV/Å.

---

No. 3
ORCA calculation (ωB97M-V/def2-TZVPD) on a cluster of 8 separate species, C10H40N16O7PS2 in total in a non-equilibrium geometry.

Computed properties:
**HOMO level**: -10.6 eV
**LUMO**: -0.110 Eh
**Kohn-Sham gap**: 7.575 eV
**Net charge**: +1

```
76
Properties=species:S:1:pos:R:3:forces:R:3
C -0.214072 -4.319777 6.444063 0.0 0.2 -0.2
C -0.477788 -3.958737 4.978437 -0.1 -0.2 0.3
S -0.494617 -2.162731 4.670087 -0.1 0.0 -0.2
C 1.047934 -1.875052 3.773771 0.2 0.0 0.1
N 1.370008 -0.410698 3.953454 0.0 -0.3 0.1
N 2.509763 -0.250642 4.831146 0.0 0.0 0.0
P 1.703321 0.543190 2.417081 0.0 1.6 -0.5
S 1.071592 2.345063 2.674513 0.0 -0.4 0.1
H 0.843095 -4.505339 6.624516 0.0 0.0 0.1
H -0.791390 -5.201471 6.715363 0.1 -0.1 0.0
H -0.534510 -3.509979 7.098223 0.0 0.0 0.0
H -1.467867 -4.299903 4.678217 0.0 0.1 0.0
H 0.235119 -4.431827 4.303333 0.0 0.1 0.0
H 0.984568 -2.090635 2.708483 -0.1 0.1 0.0
H 1.886053 -2.432582 4.187302 0.0 0.0 0.0
H 0.549998 0.059817 4.362756 -0.1 -0.1 -0.1
H 2.299195 -0.778914 5.675353 0.0 0.1 0.1
H 2.559371 0.736776 5.078639 0.0 0.0 0.0
H 3.089053 0.398099 2.202521 0.0 -0.6 0.1
H 0.991320 -0.212882 1.475106 0.1 -0.3 0.2
C 1.302936 4.077727 -1.709218 -0.1 -0.3 0.1
O 1.514099 4.335737 -2.884945 0.3 0.2 -0.1
N 1.264125 2.788217 -1.284864 0.0 -0.1 0.1
N 1.082420 5.042605 -0.767004 -0.2 -0.1 0.0
H 1.116992 2.519498 -0.332091 0.0 0.1 0.1
H 1.396113 2.071607 -1.977749 0.0 0.0 0.1
H 1.106553 6.001233 -1.064496 0.1 0.0 0.0
H 0.918476 4.830309 0.199696 0.1 0.0 0.0
C 3.290106 0.798565 -4.003392 -0.3 0.1 -0.3
O 3.805855 0.614853 -2.899827 -0.2 0.0 -0.2
N 2.624561 1.944316 -4.300448 0.2 -0.4 0.2
N 3.340365 -0.144363 -4.986118 0.0 0.1 0.2
H 2.151778 2.116728 -5.168378 0.0 0.0 0.0
H 2.586847 2.656197 -3.593327 -0.1 0.4 -0.1
H 3.826306 -0.997486 -4.785371 0.0 0.0 0.0
H 2.931698 -0.015416 -5.892187 0.0 0.0 0.0
C -3.282369 5.192314 -0.023797 0.0 0.0 0.0
O -4.474664 4.988491 -0.133663 0.0 0.0 0.0
N -2.361561 4.730254 -0.921827 0.0 -0.1 0.1
N -2.761268 5.909579 1.027636 0.0 -0.1 0.1
H -1.374296 4.878243 -0.827661 0.0 0.1 -0.1
H -2.705663 4.225483 -1.718507 0.0 0.1 -0.1
H -3.413234 6.278738 1.693731 0.0 0.0 0.0
H -1.788434 6.124887 1.123654 0.0 0.1 -0.1
C 5.379328 -0.203577 0.443793 0.2 0.2 -0.7
O 4.253776 -0.189113 0.967750 -0.2 -0.1 0.3
N 5.548791 0.082195 -0.860945 0.1 -0.1 0.6
N 6.487463 -0.512648 1.161770 0.0 0.0 0.2
H 6.447532 0.071204 -1.306593 0.0 0.0 0.1
H 4.742900 0.311121 -1.423848 -0.1 0.0 -0.2
H 6.372760 -0.729763 2.133255 0.0 0.0 0.0
H 7.408352 -0.532946 0.764875 0.0 0.0 0.0
C -0.838879 6.180136 -4.991238 0.0 0.0 0.0
O -1.284828 5.045619 -4.928569 0.0 0.0 0.0
N -1.482977 7.174766 -5.676324 0.0 0.0 0.0
N 0.329203 6.538762 -4.379060 -0.1 -0.1 0.1
H -1.137600 8.112453 -5.745085 0.0 0.0 0.0
H -2.344392 6.935094 -6.129549 0.0 0.0 0.0
H 0.819760 5.808364 -3.878205 0.0 0.1 -0.1
H 0.699128 7.469088 -4.417957 0.0 0.0 -0.1
C -2.732680 -5.023724 0.876861 0.0 0.0 0.1
O -3.650085 -5.529191 0.261016 -0.1 -0.1 -0.1
N -1.442496 -5.463198 0.756819 0.0 0.0 0.0
N -2.926554 -3.978933 1.740906 0.0 0.0 0.0
H -0.670830 -5.063685 1.253037 0.0 0.0 0.0
H -1.277135 -6.232575 0.134511 0.0 0.0 0.0
H -3.866158 -3.640802 1.841558 0.0 0.0 0.0
H -2.192001 -3.542314 2.263670 0.0 0.0 0.0
C -6.990054 -7.358274 -1.816191 0.0 0.0 0.0
O -8.158359 -7.700389 -1.839372 0.0 0.0 0.0
N -6.159234 -7.523265 -2.894843 0.0 0.0 0.0
N -6.407124 -6.784619 -0.723055 0.1 0.0 0.0
H -5.197056 -7.245396 -2.895230 0.0 0.0 0.0
H -6.553785 -7.941021 -3.715779 0.0 0.0 0.0
H -6.988294 -6.649049 0.081681 0.0 0.0 0.0
H -5.446358 -6.494415 -0.681874 0.0 0.0 0.1
```
Positions in Å, forces in eV/Å.